[1]
Formula: C5H9N2
Source: the OMol25 dataset
Level of theory: ωB97M-V/def2-TZVPD

Geometry as XYZ:
```
16
Properties=species:S:1:pos:R:3:forces:R:3
C 1.25863 0.53665 -0.94289 -0.93 -2.01 0.08
C 0.10082 0.93035 -0.38156 -0.47 0.62 -0.11
C 1.97680 -0.53319 -0.17691 3.32 1.55 -1.82
C 0.60774 -0.49934 1.77081 2.67 0.42 0.13
C -0.92232 1.85369 -0.99862 0.75 -0.60 0.50
N 1.46025 -0.87711 0.89336 -2.10 -1.83 3.31
N -0.38898 -1.48039 2.30136 -2.41 0.99 -1.18
H 1.54462 0.59781 -1.99807 -0.16 0.62 0.48
H -0.08074 0.61404 0.72069 -0.12 0.65 -1.82
H 3.09791 -0.83494 -0.37942 -2.48 0.52 0.19
H -0.41888 2.34146 -1.78731 0.53 1.40 -0.64
H -1.38924 2.51886 -0.26864 0.09 -0.05 -0.32
H -1.65907 1.32026 -1.58175 -0.60 -0.61 0.43
H -0.89499 -0.82000 3.03224 1.17 -2.58 -1.27
H 0.09243 -2.35220 2.62980 -0.81 0.81 0.14
H -1.12288 -1.71270 1.51074 1.53 0.09 1.90
```
Positions in Å, forces in eV/Å.

Results
HOMO energy = -12.936 eV
total charge = +1
calculated total energy = -8299.681 eV
LUMO = -4.8 eV
frontier orbital gap = 8.16 eV
energy above the lowest of the compared OMol25 structures with the same formula, charge and spin = 583.83 kJ/mol
multiplicity = 1

[2]
Formula: C5H9N2
Source: the OMol25 dataset
Level of theory: ωB97M-V/def2-TZVPD

Geometry as XYZ:
```
16
Properties=species:S:1:pos:R:3:forces:R:3
C -1.54822 -0.07064 0.43047 -1.20 1.44 0.56
C 0.03837 0.12197 1.96830 2.39 0.53 0.66
C 0.48428 -1.07701 -0.17594 1.72 -0.71 -1.52
C -0.30731 0.65976 0.65680 2.25 0.04 -1.58
C 0.77297 0.85134 -1.72733 0.28 1.96 1.25
N 0.88651 0.38542 -0.32093 -2.49 -1.13 0.51
N -0.45831 -0.89075 0.96783 -0.74 -0.69 -0.34
H -2.19781 0.12994 1.25195 -1.06 -0.02 0.04
H -1.97263 -0.16701 -0.55610 0.14 -0.57 -0.07
H 1.17585 0.00836 2.00009 -1.72 0.30 0.76
H -0.55298 0.35961 2.90753 0.60 -0.84 -1.45
H -0.07618 -1.43419 -1.11610 0.60 0.32 1.67
H 1.28930 -1.83698 0.07987 -0.81 1.25 -0.31
H 1.13494 1.89957 -1.79801 -0.57 -0.54 0.24
H 1.47392 0.32802 -2.28617 1.53 -1.27 -0.81
H -0.14272 0.73257 -2.28226 -0.92 -0.07 0.38
```
Positions in Å, forces in eV/Å.

Results
HOMO energy = -14.651 eV
total charge = +1
calculated total energy = -8299.484 eV
structure (SMILES) = CN1C[N@+]23C[C@@]12C3
LUMO = -4.2 eV
frontier orbital gap = 10.44 eV
energy above the lowest of the compared OMol25 structures with the same formula, charge and spin = 602.82 kJ/mol
multiplicity = 1

[3]
Formula: C5H9N2
Source: the OMol25 dataset
Level of theory: ωB97M-V/def2-TZVPD

Geometry as XYZ:
```
16
Properties=species:S:1:pos:R:3:forces:R:3
C -1.00088 -1.12465 -0.27449 -2.17 -3.19 -0.77
C 0.42885 1.89517 0.99531 -2.34 4.29 0.60
C 0.53827 0.57841 0.66094 -0.62 -5.55 -2.14
C 1.57608 2.46603 1.69243 -0.66 -1.26 2.00
C -1.58316 -2.31921 -1.04514 -2.38 4.63 0.10
N -0.36083 -0.27153 0.14241 2.91 3.67 2.09
N -0.92584 -2.33254 -2.27927 -0.72 -1.92 0.02
H -0.44678 2.44323 0.60293 0.84 0.09 0.36
H 1.53289 0.21061 0.66564 0.73 -0.91 -0.19
H 1.87626 3.25775 1.05292 0.49 1.72 0.47
H 1.32599 2.59668 2.83812 0.72 0.66 -2.17
H 2.38792 1.73463 1.65557 0.05 0.11 0.22
H -2.72384 -1.93026 -1.15666 2.45 -1.51 0.14
H -1.51262 -3.09101 -0.33362 0.04 -1.62 0.15
H -1.14685 -1.60871 -2.88294 -0.84 1.46 -1.25
H 0.03453 -2.50460 -2.33415 1.51 -0.66 0.37
```
Positions in Å, forces in eV/Å.

Results
HOMO energy (spin up / spin down) = -10.721 / -14.238 eV
total charge = +1
calculated total energy = -8298.147 eV
LUMO (spin up / spin down) = -3.3 / -7.3 eV
frontier orbital gap (spin up / spin down) = 7.37 / 6.94 eV
energy above the lowest of the compared OMol25 structures with the same formula, charge and spin = 193.80 kJ/mol
multiplicity = 3

[4]
Formula: C5H9N2
Source: the OMol25 dataset
Level of theory: ωB97M-V/def2-TZVPD

Geometry as XYZ:
```
16
Properties=species:S:1:pos:R:3:forces:R:3
C -3.45215 0.29636 0.17187 0.92 -1.59 -1.75
C 2.16624 -0.49784 0.02468 -0.38 -0.59 -2.63
C -2.21791 -0.12535 -0.11767 -3.26 0.60 0.45
C 1.15510 0.63704 0.07590 1.23 2.38 -1.25
C 0.11486 -0.16531 0.17266 2.04 -1.61 -0.02
N 1.46206 1.97967 -0.08926 -0.60 -0.71 0.11
N 0.97756 -1.42907 0.06675 -2.08 -2.01 -2.22
H -4.10222 -0.30815 -0.55290 -0.16 1.21 1.24
H -3.83905 1.06328 0.87535 0.43 -0.75 -0.67
H 2.88100 -0.69307 -0.85090 -1.52 0.65 0.83
H 2.73239 -0.57373 0.87267 1.34 -0.43 2.39
H -1.96349 -0.98758 -0.80408 0.10 0.85 0.67
H 1.71815 2.40990 0.79425 0.00 0.38 -0.43
H 0.82497 2.50866 -0.69472 0.29 -0.21 0.76
H 0.67957 -2.06675 -0.80072 1.39 1.96 1.93
H 0.86291 -2.04804 0.85612 0.26 -0.12 0.58
```
Positions in Å, forces in eV/Å.

Results
HOMO energy (spin up / spin down) = -11.422 / -13.433 eV
total charge = +1
calculated total energy = -8295.277 eV
LUMO (spin up / spin down) = -3.5 / -6.8 eV
frontier orbital gap (spin up / spin down) = 7.87 / 6.62 eV
energy above the lowest of the compared OMol25 structures with the same formula, charge and spin = 470.74 kJ/mol
multiplicity = 3

[5]
Formula: C5H9N2O
Source: the OMol25 dataset
Level of theory: ωB97M-V/def2-TZVPD

Geometry as XYZ:
```
17
Properties=species:S:1:pos:R:3:forces:R:3
C 3.53963 2.55491 0.13355 4.57 3.31 3.18
C -0.18361 -1.44235 1.15596 3.34 0.52 1.18
C 2.59550 1.77953 -0.07168 -2.02 -0.27 -1.08
C -1.58589 -0.86289 -0.32192 -3.95 -0.83 1.47
C -2.96007 -0.82042 -0.88263 1.15 -3.19 2.30
N -0.51591 -0.19654 -0.60054 -0.20 -0.76 0.04
N 0.43654 -0.38888 0.31610 0.46 -1.51 0.39
O -1.51136 -1.55729 0.80574 -0.60 1.50 -1.47
H 4.45606 2.10603 0.65400 -0.53 0.11 -0.91
H 3.74181 3.71381 0.33222 -1.26 -2.09 -1.11
H 0.18416 -2.46442 1.10056 0.97 -0.10 -0.73
H 0.12948 -1.15396 2.16300 -1.15 0.19 0.42
H 1.93334 1.02275 -0.31073 -0.50 -0.92 -0.09
H -3.15515 0.06870 -1.26468 -1.02 4.12 -1.81
H -3.69008 -1.10298 -0.10164 0.56 0.24 -0.32
H -3.01508 -1.54799 -1.64025 -0.24 -1.04 -1.19
H -0.39936 0.29199 -1.46703 0.41 0.73 -0.29
```
Positions in Å, forces in eV/Å.

Results
HOMO energy (spin up / spin down) = -13.374 / -10.290 eV
total charge = +1
calculated total energy = -10344.650 eV
LUMO (spin up / spin down) = -4.3 / -6.3 eV
frontier orbital gap (spin up / spin down) = 9.08 / 3.95 eV
energy above the lowest of the compared OMol25 structures with the same formula, charge and spin = 769.08 kJ/mol
multiplicity = 1

[6]
Formula: C5H9N2O
Source: the OMol25 dataset
Level of theory: ωB97M-V/def2-TZVPD

Geometry as XYZ:
```
17
Properties=species:S:1:pos:R:3:forces:R:3
C -0.64072 0.41661 -1.94030 0.32 0.70 -1.62
C -0.76902 1.70254 -1.41034 -0.55 -1.50 -1.66
C -0.48440 -0.07108 1.49001 -1.26 -3.06 2.73
C 0.95674 -0.56445 1.33264 1.29 -0.59 0.38
C -0.58602 -0.48039 -0.87388 -0.67 6.27 2.81
N -0.93193 0.30911 0.27761 -1.77 -0.30 -5.75
N 1.29674 -0.75430 -0.11084 -1.24 2.58 2.37
O -0.98039 1.65481 -0.10364 1.07 -0.12 0.59
H -0.54761 0.03563 -2.98961 -0.08 1.08 1.12
H -0.85674 2.68346 -1.93062 0.07 -0.93 0.79
H -1.24086 -0.91080 1.79850 1.65 1.15 -0.21
H -0.59509 0.66889 2.24538 -0.05 0.77 0.43
H 1.57269 0.18208 1.90866 0.01 -0.98 -1.10
H 1.12370 -1.57979 1.70806 -0.33 0.57 0.89
H -0.79875 -1.45858 -0.84084 -0.50 -3.43 0.03
H 2.05388 -0.14052 -0.29790 0.83 0.11 -1.04
H 1.42778 -1.69324 -0.26288 1.22 -2.32 -0.73
```
Positions in Å, forces in eV/Å.

Results
HOMO energy = -13.880 eV
total charge = +1
calculated total energy = -10348.511 eV
structure (SMILES) = NCC[n+]1ccco1
LUMO = -3.9 eV
frontier orbital gap = 9.98 eV
energy above the lowest of the compared OMol25 structures with the same formula, charge and spin = 396.50 kJ/mol
multiplicity = 1

[7]
Formula: C5H9N2O
Source: the OMol25 dataset
Level of theory: ωB97M-V/def2-TZVPD

Geometry as XYZ:
```
17
Properties=species:S:1:pos:R:3:forces:R:3
C 0.64540 -0.11265 -0.65820 2.29 0.17 0.10
C -2.26897 -0.26433 1.11569 0.42 1.93 1.03
C -2.01349 -0.00393 -0.38454 -0.37 0.21 0.08
C 1.68704 0.23887 0.15210 -0.36 0.13 -2.30
C -0.80286 -0.31907 1.21464 -1.42 -0.89 -2.03
N -0.57884 -0.20817 -0.05717 -0.32 -0.01 1.02
N 2.92155 0.48042 -0.38780 0.85 1.80 4.26
O 0.75017 -0.53048 -1.93796 0.36 0.61 -1.00
H -2.56953 0.70348 1.55140 -0.58 -0.54 0.23
H -2.70783 -1.10029 1.63223 -0.81 -0.35 -0.53
H -2.39325 -0.63144 -1.14732 -0.26 -0.97 -0.51
H -2.26327 1.02346 -0.64512 0.39 0.05 -0.11
H 1.40514 0.27973 1.17452 0.85 0.96 0.74
H -0.10767 -0.59564 1.91849 1.32 -0.39 1.73
H 3.07896 0.12417 -1.26894 1.02 -0.59 -1.83
H 1.53925 -0.14696 -2.40608 -1.31 -0.32 0.66
H 3.67819 1.06281 0.13405 -2.06 -1.81 -1.55
```
Positions in Å, forces in eV/Å.

Results
HOMO energy (spin up / spin down) = -12.051 / -12.051 eV
total charge = +1
calculated total energy = -10349.129 eV
LUMO (spin up / spin down) = -4.5 / -4.5 eV
frontier orbital gap (spin up / spin down) = 7.53 / 7.53 eV
energy above the lowest of the compared OMol25 structures with the same formula, charge and spin = 336.88 kJ/mol
multiplicity = 1

[8]
Formula: C5H9N2O2
Source: the OMol25 dataset
Level of theory: ωB97M-V/def2-TZVPD

Geometry as XYZ:
```
18
Properties=species:S:1:pos:R:3:forces:R:3
C 1.63541 -0.65311 -0.27432 0.63 -3.87 -0.03
C -0.08416 0.89443 -0.14048 1.32 2.74 2.42
C 0.58917 -1.81585 0.10763 2.30 -1.55 -0.40
C -0.80278 -1.32805 0.41347 0.26 -2.01 -2.98
C -0.58788 2.30409 0.14900 -2.57 -0.76 -0.98
N 1.19819 0.63043 0.16748 -2.52 0.02 -2.12
N -0.94026 -0.19306 -0.50238 -0.49 0.03 -3.68
O 2.06188 1.43125 0.43482 0.99 1.68 1.13
O 2.72280 -0.81742 -0.73895 -1.48 0.18 0.46
H 0.63275 -2.71983 -0.59340 -0.29 1.74 0.10
H 1.11464 -2.34359 0.92179 -0.41 0.63 0.38
H -1.60776 -2.02901 0.18569 0.34 -0.32 -0.31
H -1.02877 -1.01685 1.34452 -0.12 1.37 3.31
H 0.06814 2.84378 0.80026 0.73 0.26 -0.17
H -1.61596 2.39606 0.65458 1.28 -0.84 -0.52
H -0.80176 2.78114 -0.83644 0.66 0.21 0.70
H -1.92875 0.14254 -0.53730 0.85 -0.12 -0.18
H -0.62489 -0.50693 -1.55598 -1.49 0.61 2.86
```
Positions in Å, forces in eV/Å.

Results
HOMO energy (spin up / spin down) = -13.593 / -13.595 eV
total charge = +1
calculated total energy = -12394.935 eV
structure (SMILES) = CC1=[N+]([O-])C(=O)CC[NH2+]1
LUMO (spin up / spin down) = -4.9 / -4.9 eV
frontier orbital gap (spin up / spin down) = 8.65 / 8.65 eV
energy above the lowest of the compared OMol25 structures with the same formula, charge and spin = 580.95 kJ/mol
multiplicity = 1